No. 1
C3H3FI2O as an isolated structure in a non-equilibrium geometry. Source: OMol25; level of theory: ωB97M-V/def2-TZVPD.

## Properties
**Strongest force on any atom**: 2.93 eV/Å
**Energy above the lowest of the compared OMol25 structures with the same formula, charge and spin**: 3.958 eV
**Molar mass**: 327.86 g mol⁻¹
**Total energy**: -24120.239 eV

Atoms and positions in Å:
O: -0.521 -1.605 -0.464
H: -1.088 -0.404 0.980
C: -1.149 -0.511 -0.054
C: -1.514 0.617 -0.725
F: 1.624 0.039 1.960
C: 1.569 0.057 0.605
H: -1.806 1.517 -0.115
I: 1.695 -1.829 -0.061
I: 2.746 1.582 -0.299
H: -1.556 0.539 -1.828

Results of the Löwdin charge analysis, in e, for atoms 1 through 4: number 1, O, carries -0.483; number 2, H, carries 0.067; number 3, C, carries -0.431; number 4, C, carries 0.057

No. 2
One molecule with the formula C3H3FN2O in a non-equilibrium geometry. Source: OMol25; level of theory: ωB97M-V/def2-TZVPD.

## Properties
**Strongest force on any atom**: 5.87 eV/Å
**Energy above the lowest of the compared OMol25 structures with the same formula, charge and spin**: 2.653 eV
**SMILES**: Oc1nc(F)c[nH]1
**Molar mass**: 102.07 g mol⁻¹
**Total energy**: -10902.235 eV

Atoms and positions in Å:
H: 0.081 -1.272 1.728
C: 1.126 -0.646 -0.286
N: 0.108 -0.938 0.600
H: 2.241 -0.872 -0.053
C: 0.809 0.468 -1.026
H: -2.377 1.335 0.805
F: 1.416 0.943 -2.151
C: -0.857 0.027 0.258
O: -2.089 0.160 0.788
N: -0.458 0.795 -0.663

Results of the Löwdin charge analysis, in e, for atoms 1 through 4: number 1, H, carries 0.255; number 2, C, carries -0.110; number 3, N, carries 0.078; number 4, H, carries 0.141

No. 3
One molecule with the formula C3H3FN2S in a non-equilibrium geometry. Source: OMol25; level of theory: ωB97M-V/def2-TZVPD.

## Properties
**Strongest force on any atom**: 4.14 eV/Å
**Energy above the lowest of the compared OMol25 structures with the same formula, charge and spin**: 1.555 eV
**SMILES**: Fc1cnc(S)[nH]1
**Molar mass**: 118.14 g mol⁻¹
**Total energy**: -19690.882 eV

Atoms and positions in Å:
H: -1.741 1.953 0.032
C: -1.005 1.252 -0.090
S: 2.681 -0.122 -0.132
F: -2.332 -0.707 -0.150
H: 2.143 -1.383 0.536
N: 0.354 1.472 -0.044
C: 0.904 0.252 -0.080
N: 0.024 -0.761 -0.084
H: 0.177 -1.844 0.018
C: -1.204 -0.112 -0.004

Results of the Löwdin charge analysis, in e, for atoms 1 through 4: number 1, H, carries 0.081; number 2, C, carries -0.073; number 3, S, carries 0.719; number 4, F, carries 0.130

No. 4
One molecule with the formula C3H3FO in a non-equilibrium geometry. Source: OMol25; level of theory: ωB97M-V/def2-TZVPD.

## Properties
**Strongest force on any atom**: 4.24 eV/Å
**Energy above the lowest of the compared OMol25 structures with the same formula, charge and spin**: 2.647 eV
**Molar mass**: 74.05 g mol⁻¹
**Total energy**: -7920.647 eV

Atoms and positions in Å:
H: 0.132 -1.313 0.398
F: -0.225 0.819 1.899
C: 0.507 0.375 -0.170
C: 0.213 -0.994 -0.655
H: 0.871 -1.521 -1.255
H: -0.747 -1.118 -1.234
C: -0.190 1.338 0.634
O: -0.562 2.414 0.384

Results of the Löwdin charge analysis, in e, for atoms 1 through 4: number 1, H, carries 0.116; number 2, F, carries 0.070; number 3, C, carries 0.182; number 4, C, carries -0.083